Density functional theory data (ωB97M-V with the def2-TZVPD basis set) for C28H29HgP as an isolated structure.

Each line ends with the Mulliken charge.
Positions of all 59 atoms, in Å:
Hg -1.33 -1.13 -1.82  -0.0987
P 0.76 0.83 0.14  0.9193
C 3.31 -0.23 -3.59  -0.4485
C -0.93 -3.37 0.39  0.5694
C 1.93 1.99 0.98  0.0773
C -0.61 -2.43 1.33  0.7235
C -0.47 3.34 -0.47  -0.0741
C 1.86 1.33 -2.45  -0.1297
C -1.55 4.09 -0.92  -0.6175
C -1.78 -1.59 1.53  1.2567
C -2.67 3.44 -1.42  -0.5604
C 1.44 2.69 2.09  -0.3210
C 3.60 3.69 2.47  -0.4817
C -0.53 1.94 -0.52  0.7228
C -1.85 -0.47 2.53  -1.4636
C -1.64 1.26 -1.05  -0.9432
C 2.40 -0.77 -1.43  -0.2025
C 0.68 -2.26 2.08  -1.2206
C -0.06 -4.45 -0.18  -1.9695
C -2.32 -3.14 -0.03  0.0452
C -4.18 -1.44 0.63  -1.8049
C 4.10 2.98 1.39  -0.6325
C 2.64 0.99 -3.55  -0.6383
C -2.70 2.05 -1.50  -0.4104
C 3.27 2.14 0.65  -0.3820
C 3.19 -1.11 -2.53  -0.5640
C 2.26 3.53 2.83  -0.6044
C 1.74 0.45 -1.38  -0.2291
C -3.12 -4.12 -0.83  -1.7517
C -2.80 -2.03 0.71  0.5490
H -3.53 -4.91 -0.18  0.2529
H -4.74 -1.86 -0.22  0.3220
H 0.96 -4.38 0.19  0.4123
H -2.63 0.24 2.26  0.3527
H 3.68 1.60 -0.20  0.2930
H 1.86 4.07 3.68  0.3823
H 2.72 1.68 -4.39  0.3802
H 1.33 2.28 -2.43  0.3807
H 4.24 4.34 3.05  0.3550
H 0.41 3.84 -0.08  0.3631
H -2.51 -4.61 -1.59  0.3755
H -0.43 -5.45 0.06  0.3067
H 0.53 -2.37 3.16  0.3392
H -1.51 5.17 -0.88  0.3943
H -0.02 -4.38 -1.27  0.3283
H -4.14 -0.36 0.48  0.3074
H -0.90 0.07 2.59  0.1906
H 1.10 -1.27 1.91  0.1026
H 2.29 -1.47 -0.60  0.2759
H -2.08 -0.85 3.54  0.3656
H 5.15 3.08 1.12  0.3789
H -3.96 -3.64 -1.33  0.4161
H 3.69 -2.07 -2.56  0.3918
H -3.59 1.58 -1.91  0.3512
H 1.42 -3.00 1.77  0.3100
H 0.40 2.56 2.38  0.3744
H -4.77 -1.63 1.53  0.2911
H 3.91 -0.49 -4.45  0.3514
H -3.53 4.03 -1.75  0.3400

Computed properties:
HOMO level (alpha / beta), eV: -2.767 / -2.714
Total charge: -1
<S²>: 0.7685
LUMO level (alpha / beta), eV: 2.9 / 2.3
Spin multiplicity: 2
Molar mass, g mol⁻¹: 597.1